The following is a quantum chemistry calculation of a 5-piece molecular cluster, H10O5 overall at a distorted geometry, from the Open Molecules 2025 dataset.

Output
Total charge: 0
HOMO in eV: -10.5
Frontier orbital gap in eV: 10.8
SMILES string: O.O.O.O.O
Relative energy (zero: lowest compared OMol25 entry of this formula, charge and spin) in kJ/mol: 143.5

```
15
Properties=species:S:1:pos:R:3:forces:R:3
O -2.79354 -1.30263 -0.82129 0.2 -0.2 0.6
H -2.27734 -1.24875 0.00104 0.3 0.2 -0.4
H -3.37259 -2.05417 -0.66980 -0.2 0.0 -0.2
O -0.36974 -0.39687 0.34530 -2.5 0.6 0.4
H -0.22266 -0.00141 1.21534 1.2 -0.6 -0.8
H 0.27686 -0.78668 -0.22077 1.3 0.0 0.5
O 2.85750 2.34397 -0.01599 0.1 -0.8 0.6
H 2.08763 2.02337 -0.49675 0.0 0.1 -0.1
H 3.04541 1.60986 0.60495 0.0 0.6 -0.5
O 4.29963 -0.92953 1.22441 -0.9 -0.1 0.1
H 5.07925 -0.85664 0.67292 0.3 0.3 0.4
H 4.42349 -0.54746 2.10307 0.5 -0.1 -0.5
O -4.63035 0.78489 -1.12340 -0.8 0.5 0.5
H -3.84915 0.33865 -0.76818 0.1 -0.1 -0.9
H -4.55439 1.02338 -2.05087 0.6 -0.3 0.2
```
Positions in Å, forces in eV/Å.